{"formula": "C96H219N13O20", "method": "ωB97M-V/def2-TZVPD", "species": ["C", "C", "C", "C", "C", "C", "N", "O", "C", "C", "C", "H", "H", "H", "H", "H", "H", "H", "H", "H", "H", "H", "H", "H", "H", "H", "H", "H", "H", "H", "C", "C", "C", "C", "C", "C", "N", "O", "C", "C", "C", "H", "H", "H", "H", "H", "H", "H", "H", "H", "H", "H", "H", "H", "H", "H", "H", "H", "H", "H", "C", "C", "C", "C", "C", "C", "N", "O", "C", "C", "C", "H", "H", "H", "H", "H", "H", "H", "H", "H", "H", "H", "H", "H", "H", "H", "H", "H", "H", "H", "C", "C", "C", "C", "C", "C", "N", "O", "C", "C", "C", "H", "H", "H", "H", "H", "H", "H", "H", "H", "H", "H", "H", "H", "H", "H", "H", "H", "H", "H", "C", "C", "C", "C", "C", "C", "N", "O", "C", "C", "C", "H", "H", "H", "H", "H", "H", "H", "H", "H", "H", "H", "H", "H", "H", "H", "H", "H", "H", "H", "C", "C", "C", "C", "C", "C", "N", "O", "C", "C", "C", "H", "H", "H", "H", "H", "H", "H", "H", "H", "H", "H", "H", "H", "H", "H", "H", "H", "H", "H", "C", "O", "C", "C", "N", "C", "C", "O", "C", "H", "H", "H", "H", "H", "H", "H", "H", "H", "H", "H", "H", "H", "H", "H", "C", "O", "C", "C", "N", "C", "C", "O", "C", "H", "H", "H", "H", "H", "H", "H", "H", "H", "H", "H", "H", "H", "H", "H", "C", "O", "C", "C", "N", "C", "C", "O", "C", "H", "H", "H", "H", "H", "H", "H", "H", "H", "H", "H", "H", "H", "H", "H", "C", "O", "C", "C", "N", "C", "C", "O", "C", "H", "H", "H", "H", "H", "H", "H", "H", "H", "H", "H", "H", "H", "H", "H", "C", "O", "C", "C", "N", "C", "C", "O", "C", "H", "H", "H", "H", "H", "H", "H", "H", "H", "H", "H", "H", "H", "H", "H", "C", "O", "C", "C", "N", "C", "C", "O", "C", "H", "H", "H", "H", "H", "H", "H", "H", "H", "H", "H", "H", "H", "H", "H", "C", "O", "C", "C", "N", "C", "C", "O", "C", "H", "H", "H", "H", "H", "H", "H", "H", "H", "H", "H", "H", "H", "H", "H"], "coordinates": [[-2.75692, -3.11613, 2.83044], [-2.03633, -3.47485, 4.16532], [-0.55628, -3.02114, 4.04937], [0.22494, -2.92358, 5.29505], [-0.46749, -2.03165, 6.37095], [-2.02439, -2.41012, 6.58327], [-2.64854, -2.52411, 5.19611], [-4.03059, -2.63264, 5.37555], [-2.21016, -3.67344, 7.51900], [-2.56782, -1.15562, 7.33537], [-2.27771, -4.98869, 4.51760], [-2.69672, -2.04697, 2.62702], [-3.78832, -3.46186, 2.89956], [-2.19884, -3.49824, 1.97567], [-0.03933, -3.69888, 3.37000], [-0.61817, -2.07582, 3.51028], [1.29620, -2.74156, 5.20908], [0.16016, -3.94849, 5.66034], [-0.28453, -1.01774, 6.01512], [0.15132, -2.09648, 7.26593], [-3.17127, -4.08629, 7.21250], [-1.48116, -4.45969, 7.32291], [-2.14205, -3.38688, 8.56845], [-2.02134, -1.09071, 8.27625], [-2.57412, -0.25634, 6.71945], [-3.59725, -1.22731, 7.68645], [-2.31258, -5.69981, 3.69225], [-3.21405, -4.99366, 5.07556], [-1.56804, -5.38074, 5.24614], [-4.19902, -2.01154, 4.66319], [5.38023, 5.50111, -1.79825], [6.83147, 5.36573, -2.21182], [7.61318, 4.34705, -1.24317], [7.32509, 2.83921, -1.66947], [7.86143, 2.62221, -3.09747], [7.13452, 3.53456, -4.11482], [7.16004, 4.95979, -3.64395], [6.56817, 5.84232, -4.53506], [8.01777, 3.54715, -5.48391], [5.61043, 3.11631, -4.29239], [7.49235, 6.75709, -2.03368], [4.67223, 5.29879, -2.60194], [5.17798, 6.46713, -1.33567], [5.15736, 4.64839, -1.15692], [8.66753, 4.58042, -1.39145], [7.36802, 4.47860, -0.18928], [6.25305, 2.64380, -1.64418], [7.79611, 2.07995, -1.04516], [7.67800, 1.60144, -3.43287], [8.92239, 2.87213, -3.10003], [7.41652, 3.65671, -6.38647], [8.90588, 4.15240, -5.30213], [8.29935, 2.49640, -5.55271], [5.10032, 2.83596, -3.37082], [5.13097, 3.99033, -4.73317], [5.57809, 2.26639, -4.97408], [7.59390, 7.02228, -0.98132], [6.73092, 7.51911, -2.19993], [8.43981, 6.99045, -2.51944], [7.36498, 6.35227, -4.69830], [6.23814, -1.02404, 5.92180], [5.92336, 0.39371, 6.19008], [7.01691, 1.28414, 5.69006], [7.13227, 1.43128, 4.10441], [5.75647, 1.87825, 3.48061], [4.47206, 1.14099, 4.11560], [4.59727, 0.77012, 5.55475], [3.51440, -0.00597, 6.12336], [3.42631, 2.27460, 4.05477], [4.22836, -0.19323, 3.28260], [5.91467, 0.64636, 7.73065], [6.28235, -1.13811, 4.83869], [5.49325, -1.68390, 6.36658], [7.15691, -1.34639, 6.41175], [6.80457, 2.28315, 6.07082], [7.96377, 1.01416, 6.15767], [7.37075, 0.42378, 3.76357], [7.92124, 2.11332, 3.78753], [5.75063, 1.68223, 2.40840], [5.74250, 2.95649, 3.63969], [2.38137, 2.00796, 4.21324], [3.63437, 3.13961, 4.68451], [3.42015, 2.52065, 2.99293], [5.07150, -0.80830, 2.96809], [3.49162, -0.83719, 3.76285], [3.79485, 0.04430, 2.31113], [5.73453, 1.70530, 7.91579], [6.92342, 0.56394, 8.13526], [5.25495, -0.06328, 8.22996], [2.92811, 0.62707, 6.54420], [4.41663, -4.60253, 1.03077], [4.20901, -6.06898, 1.50817], [2.85103, -6.11705, 2.41650], [1.54155, -6.20102, 1.63428], [1.56635, -7.30198, 0.51329], [2.83933, -7.28673, -0.33506], [4.04602, -7.12198, 0.50114], [5.26028, -7.26750, -0.16782], [2.84192, -8.73478, -1.05397], [2.67462, -6.25793, -1.45714], [5.25794, -6.48326, 2.49844], [3.46365, -4.20936, 0.67673], [5.06133, -4.50374, 0.15743], [4.66261, -3.97421, 1.88682], [2.86024, -7.08659, 2.91451], [2.69456, -5.37430, 3.19876], [1.26316, -5.21971, 1.25003], [0.72469, -6.30740, 2.34810], [0.68420, -7.33857, -0.12591], [1.57546, -8.24843, 1.05391], [3.24175, -9.45263, -0.33779], [1.80226, -8.89662, -1.33861], [3.39594, -8.75420, -1.99246], [2.10485, -6.72049, -2.26306], [2.10638, -5.38787, -1.12819], [3.59315, -5.95107, -1.95738], [6.23859, -6.33119, 2.04754], [5.08648, -7.52685, 2.76229], [5.12489, -5.92853, 3.42724], [5.66181, -7.72485, 0.57462], [-0.60524, 1.32120, 10.68221], [0.04126, 2.00457, 9.38372], [-1.22631, 2.35214, 8.62669], [-1.02110, 3.19333, 7.30420], [-0.24564, 4.37711, 7.76869], [1.15165, 4.03064, 8.46954], [0.87381, 3.15098, 9.64997], [1.82404, 3.02567, 10.58584], [2.11081, 3.50444, 7.27054], [1.73361, 5.41332, 9.12707], [0.86749, 0.84268, 8.65248], [-1.14596, 2.09581, 11.22599], [0.17779, 1.08984, 11.40432], [-1.29982, 0.52714, 10.40811], [-1.65071, 1.39909, 8.31099], [-1.79922, 3.01541, 9.27472], [-1.96832, 3.51351, 6.87021], [-0.60866, 2.73667, 6.40451], [-0.88111, 5.11295, 8.26146], [0.05438, 4.87954, 6.84910], [2.99230, 2.99107, 7.65463], [1.66085, 3.01670, 6.40583], [2.58186, 4.35212, 6.77290], [0.92987, 6.13145, 9.28952], [2.31513, 5.15153, 10.01103], [2.49568, 5.88836, 8.50926], [1.68097, 0.50071, 9.29232], [1.28790, 1.20298, 7.71357], [0.22249, -0.00291, 8.41361], [2.53121, 2.58030, 10.11343], [-1.28190, 1.75755, -1.38065], [-0.32613, 0.88368, -0.43994], [-1.13644, -0.22756, 0.30915], [-1.82039, -1.24209, -0.64748], [-0.60211, -1.82147, -1.50164], [0.32720, -0.76260, -2.20804], [0.77205, 0.23680, -1.19384], [1.76294, 1.09635, -1.69184], [1.56961, -1.61516, -2.65946], [-0.24930, -0.34659, -3.62806], [0.25044, 1.75446, 0.78502], [-2.14571, 1.15591, -1.66344], [-0.72281, 2.18685, -2.21206], [-1.84888, 2.51970, -0.84611], [-0.54921, -0.78580, 1.03829], [-1.93838, 0.25089, 0.87135], [-2.59239, -0.92968, -1.35071], [-2.13238, -2.05327, 0.01034], [-1.01591, -2.43347, -2.30310], [0.02382, -2.37442, -0.80124], [2.32812, -1.08989, -3.23986], [2.05291, -1.91655, -1.73011], [1.36089, -2.58760, -3.10544], [-0.60039, -1.22345, -4.17206], [-1.07664, 0.35130, -3.49937], [0.39422, 0.24452, -4.27966], [0.60184, 2.67427, 0.31752], [1.18842, 1.30283, 1.10800], [-0.23290, 1.86976, 1.75516], [2.44219, 1.11731, -1.01377], [-14.61124, -0.52507, -1.77395], [-13.28078, -0.23051, -1.28166], [-12.26256, 0.00696, -2.28580], [-10.83535, 0.01131, -1.73729], [-9.79550, 0.70863, -2.58246], [-8.42871, 0.29684, -2.20467], [-7.49548, 1.47651, -2.16454], [-6.22654, 0.93405, -1.80765], [-5.10826, 1.37705, -2.57224], [-15.12571, -0.71852, -0.83267], [-14.66864, -1.39827, -2.42381], [-14.89623, 0.25885, -2.47563], [-12.53150, 0.98420, -2.68678], [-12.19900, -0.70461, -3.10904], [-10.46680, -0.95725, -1.39942], [-10.96149, 0.62378, -0.84451], [-10.06877, 0.26312, -3.44672], [-8.18733, -0.48862, -2.92083], [-8.34666, -0.02572, -1.16672], [-7.81896, 2.16708, -1.38571], [-7.57172, 2.00051, -3.11729], [-4.23199, 0.78653, -2.30480], [-4.77599, 2.34178, -2.18885], [-5.37868, 1.35085, -3.62784], [6.74534, -2.99908, -5.08240], [7.39712, -1.95963, -5.67571], [6.58599, -1.11108, -6.50867], [5.72544, -1.89531, -7.74858], [6.63154, -2.00698, -8.92754], [7.40439, -3.22841, -8.65102], [8.61880, -3.27902, -9.59561], [9.41432, -2.08949, -9.40392], [10.69560, -2.23039, -9.96800], [5.70723, -2.80745, -4.81090], [7.45656, -3.23099, -4.28964], [6.74751, -3.92132, -5.66342], [7.25124, -0.31824, -6.85061], [5.82241, -0.58955, -5.93154], [4.88581, -1.23863, -7.97641], [5.29502, -2.80079, -7.32086], [7.30101, -1.25487, -9.00642], [6.82838, -4.08100, -9.01076], [7.62803, -3.38205, -7.59533], [8.20829, -3.23932, -10.60457], [9.10461, -4.22730, -9.36571], [11.34325, -2.65194, -9.19927], [11.06093, -1.23173, -10.20739], [10.65904, -2.80349, -10.89447], [-2.00230, 2.92593, -5.86147], [-1.00688, 3.95032, -5.80145], [0.28108, 3.51086, -5.27933], [0.96612, 4.73828, -4.66164], [0.06250, 5.55699, -3.88883], [0.68467, 6.73991, -3.25361], [2.09936, 6.64770, -2.87048], [2.28365, 7.71212, -1.89343], [2.69576, 8.92121, -2.30215], [-1.78441, 1.91727, -6.21249], [-2.73428, 3.32566, -6.56327], [-2.49611, 2.89000, -4.89042], [0.86770, 3.03761, -6.06674], [0.08145, 2.85895, -4.42890], [1.45493, 5.36220, -5.40989], [1.75445, 4.38455, -3.99718], [-0.84217, 5.51489, -4.33592], [0.01634, 6.98475, -2.42808], [0.52511, 7.52894, -3.98850], [2.71805, 6.58398, -3.76562], [2.44235, 5.70196, -2.45091], [2.21593, 9.27047, -3.21641], [3.72131, 8.78171, -2.64405], [2.68588, 9.71576, -1.55603], [3.69757, -5.68169, -5.30202], [2.70290, -4.73866, -5.54239], [1.35801, -5.31266, -5.66992], [0.29768, -4.23077, -5.85928], [-0.97500, -4.93842, -5.84796], [-2.12548, -4.04436, -6.02059], [-2.10253, -3.12717, -7.24584], [-0.99177, -2.21460, -7.19363], [-0.96044, -1.40547, -8.33333], [4.66578, -5.25320, -5.56101], [3.67089, -6.56625, -5.93837], [3.85885, -5.96795, -4.26272], [1.15928, -5.82194, -4.72693], [1.34265, -6.13971, -6.37975], [0.54180, -3.70154, -6.78036], [0.38016, -3.52042, -5.03666], [-1.16206, -5.38793, -4.96305], [-2.30820, -3.50757, -5.08970], [-2.96477, -4.73864, -5.97979], [-2.98856, -2.49241, -7.25772], [-2.15833, -3.75409, -8.13575], [-1.30324, -1.88274, -9.25137], [0.04971, -1.07604, -8.57661], [-1.55094, -0.52162, -8.09207], [-5.04200, 1.52922, 5.63307], [-4.57053, 1.71599, 4.36153], [-4.07472, 0.54515, 3.81782], [-4.85598, 0.28831, 2.45954], [-6.03104, -0.52032, 2.73433], [-6.62216, -1.08470, 1.56027], [-7.96437, -1.89683, 1.81078], [-9.16051, -1.17005, 1.99277], [-10.35241, -1.87618, 1.95900], [-5.98668, 0.98632, 5.60273], [-5.08464, 2.44410, 6.22406], [-4.33300, 0.87912, 6.14569], [-3.87547, -0.24211, 4.54487], [-3.08235, 0.86338, 3.49836], [-4.26930, -0.29961, 1.75367], [-5.14772, 1.22004, 1.97491], [-6.61666, 0.09717, 3.27825], [-5.94998, -1.78765, 1.06820], [-6.91032, -0.27848, 0.88568], [-7.71289, -2.66303, 2.54412], [-8.21443, -2.46780, 0.91660], [-11.16201, -1.18489, 2.19306], [-10.29247, -2.58400, 2.78574], [-10.43103, -2.45121, 1.03637], [-4.11694, 4.92415, -0.20582], [-3.64537, 4.90668, 1.11003], [-4.67425, 4.79012, 2.10212], [-4.11553, 5.06678, 3.49580], [-3.21690, 3.92204, 3.88867], [-2.10707, 3.59969, 2.98391], [-1.17885, 4.76627, 2.67471], [0.10447, 4.43004, 2.77026], [1.04323, 5.49265, 2.49710], [-4.79935, 4.08416, -0.33557], [-3.24603, 4.91055, -0.86114], [-4.64980, 5.85559, -0.39708], [-5.35003, 3.93493, 2.09350], [-5.33540, 5.63526, 1.91054], [-4.93203, 5.04605, 4.21760], [-3.54884, 5.98785, 3.63219], [-3.83352, 3.19968, 4.23230], [-2.55749, 3.18409, 2.08252], [-1.51246, 2.84950, 3.50521], [-1.31683, 5.38499, 3.56141], [-1.41290, 5.41533, 1.83088], [1.49805, 5.43319, 1.50831], [1.96831, 5.43522, 3.07071], [0.69125, 6.51407, 2.64170], [-10.94030, -0.12098, -5.51013], [-9.80736, -0.81014, -4.89553], [-9.06163, -1.55840, -5.81189], [-7.57635, -1.49720, -5.30666], [-7.13560, -2.58036, -4.30581], [-5.74126, -2.35586, -4.00524], [-5.22915, -3.31226, -2.96684], [-4.94605, -2.56027, -1.78375], [-4.50722, -3.40658, -0.80297], [-11.64831, 0.30345, -4.79832], [-11.54463, -1.01907, -5.63790], [-10.74851, 0.47347, -6.40341], [-9.07324, -1.21279, -6.84559], [-9.46045, -2.57114, -5.87014], [-7.61733, -0.53172, -4.80240], [-7.02967, -1.52216, -6.24933], [-7.48222, -2.43071, -3.36903], [-5.44552, -1.34299, -3.73187], [-5.25211, -2.59150, -4.95040], [-4.32699, -3.73195, -3.41187], [-5.85201, -4.20622, -2.99853], [-4.44637, -2.92108, 0.17104], [-3.51227, -3.83279, -0.93147], [-5.37008, -4.05529, -0.65220]], "atomic_forces_ev_per_a": [[0.742, -0.107, 0.662], [-0.479, 0.251, 0.548], [-0.741, 0.278, -1.769], [-0.920, -0.955, 2.160], [0.117, -1.053, -1.303], [1.709, 0.772, -0.142], [3.055, 0.091, 1.544], [-0.210, -0.344, -0.829], [0.121, 0.733, -1.552], [-0.864, -0.945, -0.154], [0.062, 0.960, 0.724], [-0.335, 0.301, 0.475], [0.013, 0.005, -0.473], [-0.240, -0.760, 0.019], [-0.090, -0.230, -0.214], [0.191, 0.351, 0.035], [-0.131, 0.435, -0.330], [0.355, -0.325, 0.517], [-0.778, 0.374, 0.059], [-0.507, -0.231, 0.442], [-0.226, -0.022, 0.679], [0.201, 0.149, -0.030], [-0.282, -0.083, -0.085], [0.447, 0.485, -0.239], [0.672, 0.024, 0.078], [-0.281, -0.514, -0.250], [-0.068, 0.357, -0.228], [-0.324, -0.283, -0.366], [0.358, 0.163, -0.127], [-1.644, 0.020, 0.000], [-0.610, -1.284, -0.354], [2.210, -0.429, -0.084], [-0.743, -0.972, -1.695], [0.620, 1.130, -0.471], [-1.089, 1.088, 0.087], [-0.623, 1.321, -0.544], [1.033, -1.553, 2.766], [-0.063, 0.270, -0.433], [-1.824, -1.782, 1.919], [1.679, 0.130, -0.665], [-1.039, 0.647, 0.929], [0.187, 0.599, -0.407], [-0.227, -0.299, 0.120], [-0.171, 0.320, 0.667], [0.153, -0.234, 0.142], [-0.200, 0.379, -0.116], [-0.079, 0.039, 0.100], [0.071, 0.323, 0.424], [0.290, -0.117, 0.031], [0.132, -0.245, -0.137], [0.197, 0.973, 0.088], [-0.295, 0.159, -0.466], [0.545, -0.117, -0.104], [0.226, 0.117, 0.068], [-0.263, -0.248, -0.133], [-0.295, -0.027, -0.113], [0.529, -0.708, 0.487], [0.142, 0.219, -1.179], [-0.168, -0.383, -0.225], [-0.378, 0.644, -0.699], [0.095, -1.370, -0.012], [-1.238, 0.456, 0.801], [0.237, 2.011, -2.075], [-1.322, -1.148, 1.059], [1.006, -1.089, 1.957], [0.836, -0.723, 0.327], [1.478, 1.333, 1.624], [1.047, -0.095, -1.299], [-0.907, -1.151, -1.486], [-1.165, 1.150, -0.500], [-0.022, 0.146, -0.789], [0.155, -0.581, 0.134], [-0.354, 0.018, -0.362], [0.364, 0.190, -0.284], [-0.041, 0.281, 0.057], [0.049, -0.300, -0.264], [0.230, 0.027, -0.400], [0.022, -0.057, 0.205], [-0.100, 0.036, 0.010], [-0.548, 0.017, 0.004], [-0.032, -0.486, 0.415], [0.468, -0.245, -0.109], [-0.053, 0.744, -0.101], [0.547, 0.339, 0.726], [0.125, 0.069, 0.253], [-0.297, 0.342, -0.150], [-0.852, -0.065, 0.118], [0.149, -0.632, -0.147], [-0.120, 0.390, 0.189], [0.111, 0.416, 0.056], [-0.987, -0.645, -0.378], [-3.195, 1.112, 1.326], [-0.110, -1.260, -1.431], [-0.278, 0.578, -1.122], [0.654, 0.392, 2.008], [0.417, -0.814, -1.543], [-2.109, 0.169, 1.158], [0.299, -0.198, -0.415], [0.346, 1.719, 0.725], [-0.176, 0.127, -0.410], [0.450, -0.199, -0.101], [-0.253, -0.042, -0.031], [0.534, -0.048, 0.411], [0.515, -0.010, -0.170], [0.495, -0.109, 0.331], [0.795, 0.369, -0.170], [0.343, 0.257, -0.643], [-0.086, -0.761, 0.088], [0.051, 0.379, -0.025], [-0.054, -0.242, 0.069], [-0.263, -0.227, -0.202], [-0.001, -0.407, 0.260], [0.364, 0.113, 0.224], [-0.310, 0.004, -0.004], [0.196, 0.220, 0.011], [0.247, 0.062, 0.429], [0.294, -0.034, 0.483], [0.247, -0.175, -0.086], [0.371, 0.244, -0.142], [1.132, -0.467, -0.621], [1.431, 1.878, -0.079], [0.072, -2.961, 0.558], [0.755, 0.653, -2.783], [-0.639, -0.609, 1.276], [1.956, 0.740, -1.115], [-0.460, 1.672, 0.115], [-3.408, 1.675, -2.414], [1.523, -0.652, 0.613], [0.204, 1.072, 1.134], [0.281, -1.678, -1.136], [-0.693, 0.943, 0.268], [-0.389, 0.113, -0.200], [0.016, -0.824, -0.207], [0.422, -0.125, 0.096], [-0.672, 0.108, 0.660], [-0.526, -0.490, -0.001], [-0.399, 0.161, 0.457], [0.689, -0.676, 0.463], [0.213, -0.266, 0.717], [0.228, 0.510, -0.061], [-0.120, -0.608, 0.009], [-0.382, -0.592, 0.574], [-0.190, 0.553, 0.273], [0.072, -0.245, 0.327], [-0.607, 0.152, 0.307], [-0.265, -0.007, -0.535], [0.025, -0.063, 0.058], [-0.063, 0.022, 0.007], [0.005, -0.032, 0.143], [0.904, -0.444, 0.348], [-0.008, -0.799, 1.438], [-0.892, 0.906, 1.667], [-1.412, 0.337, -1.673], [3.044, -0.620, -0.273], [-1.018, 1.498, 0.204], [1.014, -1.355, -1.624], [-1.100, -1.576, 0.462], [-0.508, 0.728, -0.655], [0.470, 0.055, 1.734], [-0.880, 1.332, 1.287], [1.652, -0.512, -2.063], [0.441, -0.398, -0.805], [-0.226, -0.029, 0.044], [0.709, 0.529, 0.413], [0.387, 0.106, -0.174], [0.087, 0.423, 0.195], [-0.199, 0.356, 0.542], [-0.575, -0.113, -0.365], [0.275, -0.409, 0.107], [0.052, -0.273, -0.204], [-0.346, 0.168, -0.148], [0.381, 0.077, 0.230], [-0.571, 0.300, -0.467], [0.120, -0.039, 0.082], [-0.503, -0.302, -0.036], [0.704, -0.372, 0.248], [-0.389, 0.532, 0.569], [0.286, -0.484, -0.151], [-0.985, 0.178, -0.727], [0.028, -0.205, 0.158], [1.926, 0.038, -0.119], [0.932, -0.992, -0.741], [-0.202, 0.091, -0.301], [0.131, 1.929, 1.963], [-2.085, -0.778, 0.949], [-1.309, 0.269, 0.043], [0.242, -0.314, -0.379], [0.403, 0.088, -0.376], [-0.378, 0.146, 1.147], [-0.702, 0.493, -0.558], [0.390, -0.593, 0.271], [-0.731, 0.590, 0.666], [0.436, 0.249, -0.389], [-1.043, -0.510, -0.070], [-0.327, -0.381, -0.223], [0.376, -0.130, 0.516], [1.292, 0.490, -0.367], [0.859, 0.020, 0.375], [-0.573, -0.843, -0.050], [-0.120, 0.125, 0.021], [0.695, 0.163, -0.219], [-0.327, -0.753, -0.394], [-0.325, 0.690, -0.584], [0.488, 0.195, -0.124], [0.542, -1.398, 0.760], [-0.206, 2.198, -1.886], [-1.388, -1.444, -0.853], [2.419, 3.366, 1.213], [-1.011, -2.117, 1.253], [0.542, 0.084, -1.961], [-0.898, 1.083, 1.287], [-0.655, -1.037, -0.058], [-0.042, 0.610, 0.282], [0.028, 0.234, 0.505], [-0.813, -0.259, 0.836], [-0.175, -0.133, -0.643], [0.042, -0.324, -0.547], [-0.182, -0.167, 0.578], [0.012, 0.107, -0.018], [0.422, -0.344, -0.564], [-0.231, 0.372, 0.433], [-0.386, -0.200, 0.309], [0.422, 0.160, -0.056], [0.222, -0.322, -0.255], [0.697, 0.129, -0.293], [0.355, -0.370, -0.328], [0.044, 0.025, 0.004], [0.193, -0.236, 0.038], [-0.795, 1.336, 0.035], [1.055, -1.152, -0.297], [-1.223, 1.222, 0.728], [0.211, 0.227, -0.291], [0.965, -1.980, 0.739], [-3.774, -0.510, -1.668], [0.792, 0.106, 0.834], [-0.944, -3.137, 0.935], [1.931, 1.386, -2.286], [0.910, 0.069, 0.085], [-0.152, -0.072, -0.020], [-0.009, -0.396, 0.202], [0.067, -0.077, 0.122], [0.047, -0.524, -0.146], [0.230, -0.084, -0.663], [0.184, -0.310, -0.116], [-0.015, 1.107, 0.292], [0.492, 0.090, 0.376], [0.530, 0.768, 0.074], [0.505, 1.368, -0.171], [-0.695, 0.040, 0.982], [-0.654, 0.267, -0.006], [0.694, 0.592, 0.054], [-0.341, -0.440, 0.299], [1.331, -0.070, -0.236], [-1.536, -0.116, -0.513], [1.347, 0.118, 1.372], [1.418, -1.263, 0.367], [-0.383, 0.927, -1.271], [-0.063, -0.370, 0.644], [-0.125, 0.102, 0.990], [-0.228, -1.414, -0.339], [0.105, 0.841, -0.129], [-0.010, 0.485, -0.174], [-0.583, -0.265, -0.005], [-0.702, -0.186, 0.287], [-0.145, -0.078, 0.458], [-0.008, 0.395, -0.685], [-0.610, -0.203, 0.070], [0.105, 0.292, 0.093], [0.587, -0.199, 0.150], [0.293, 0.951, 0.088], [-0.490, 0.209, -0.912], [-0.466, -0.166, 0.118], [0.587, 0.103, -0.351], [-0.390, -0.229, 0.102], [0.197, -0.068, 0.462], [-0.224, 0.268, -0.526], [-0.179, -0.876, 1.691], [-1.120, 0.529, 0.231], [1.226, 0.848, -3.541], [0.389, -1.607, 1.382], [0.626, -0.260, 1.232], [-3.023, 0.232, -0.038], [0.613, -0.473, -1.194], [1.591, 2.214, 0.705], [0.618, -0.830, 1.013], [-0.387, 0.193, 0.337], [-0.264, 0.201, -0.396], [-0.055, -0.051, 0.506], [-0.711, -0.190, -0.212], [0.540, -0.382, -0.226], [0.472, 0.162, 0.011], [0.437, 0.435, 0.091], [-0.865, -0.396, -0.191], [0.113, 0.187, 0.075], [0.190, 0.007, -0.726], [-0.504, 0.097, 0.814], [0.763, -0.336, -0.588], [-0.003, -0.078, -0.568], [-0.476, -0.485, 0.121], [-0.479, 0.140, -0.301], [-0.154, 0.244, 0.315], [-0.176, -0.685, 0.999], [-0.149, 2.833, -0.043], [1.495, -2.555, -0.101], [-0.125, 2.846, 0.880], [-1.105, -0.813, -0.168], [-2.868, 1.938, 1.815], [5.024, -0.727, -0.652], [0.498, -0.418, -0.220], [0.020, -0.166, -0.555], [-0.120, -0.339, -0.074], [-0.300, 0.150, -0.120], [0.625, -0.736, -0.322], [-0.561, 0.277, -0.220], [-0.114, 0.191, -0.065], [-0.289, 0.227, -0.548], [0.998, -0.385, -0.759], [0.615, -0.366, -0.379], [0.153, -0.133, -0.133], [-0.772, 0.847, 0.253], [-0.211, -0.529, -0.464], [-0.750, -0.143, -0.635], [-0.378, -0.572, 0.888], [-0.646, -0.150, 0.079], [-0.796, -2.860, 0.746], [-0.687, 2.070, -0.459], [1.309, -1.092, 0.613], [-1.933, -1.266, 0.868], [-0.477, 1.481, -1.052], [0.891, -0.579, -1.617], [1.073, 0.815, -1.221], [-0.337, 0.068, -1.618], [-0.780, -0.402, 2.106], [1.101, 1.053, 0.358], [-0.621, 0.078, -1.712], [0.223, -0.120, 0.236], [-0.215, 0.689, 0.050], [0.076, -0.335, 0.171], [0.920, 0.329, -0.366], [0.899, -0.110, 0.621], [-1.565, 0.301, -0.115], [-0.232, 0.303, 0.144], [0.541, 0.199, -0.086], [0.805, 0.093, 0.488], [-0.738, 0.096, 1.354], [0.126, 0.679, -0.131], [-0.141, -0.553, -0.559], [0.628, -1.317, 0.206]], "e_lumo_ev": 0.3, "homo_lumo_gap_ev": 7.982, "e_above_lowest_kj_mol": 1127.7}